Below is a molecular structure, C3HClO4P, with properties calculated with ωB97M-V/def2-TZVPD.

Calculated total energy, Eh: -1217.43747
HOMO-LUMO gap (spin up / spin down), eV: 6.57 / 7.81
Net charge: -1

```
10
Properties=species:S:1:pos:R:3:forces:R:3:lowdin_charge:R:1
C -1.95342 0.96124 -0.21048 0.36 0.81 0.70 -0.6087
C 0.49075 -0.55919 -0.34852 -7.49 0.40 -0.85 -0.5412
C -1.42563 -0.40731 -0.11983 6.90 -0.04 -0.68 -0.2544
O -3.26774 0.90992 -0.11830 -0.67 0.10 -0.23 -0.1700
O -1.28307 1.97079 -0.21306 -0.26 -0.12 -0.24 0.0696
O -4.76331 -1.02602 0.80719 0.07 -0.03 0.38 -0.4689
O -2.28729 -1.31816 -0.06983 0.02 -1.00 0.02 -0.1815
P -3.95173 -0.70040 -0.38202 -0.88 0.26 -0.70 0.7211
Cl 0.86339 -2.19168 -0.16024 0.85 -0.81 0.55 0.4727
H 0.73846 0.26456 0.25998 1.12 0.43 1.05 -0.0386
```
Forces are in eV/Å.